{
  "formula": "C13H20O",
  "method": "wB97M-V/def2-TZVPD",
  "max_force_ev_per_a": 4.19,
  "relative_energy_kcal_mol": 12.55,
  "gap_ev": 9.655,
  "total_charge": 0,
  "homo_energy_ev": -9.04,
  "symbols": ["O", "C", "C", "C", "C", "C", "C", "C", "C", "C", "C", "C", "C", "C", "H", "H", "H", "H", "H", "H", "H", "H", "H", "H", "H", "H", "H", "H", "H", "H", "H", "H", "H", "H"],
  "xyz": [[-3.00814, 1.90854, -3.88169], [-2.10797, 2.14902, -3.10625], [1.22993, -0.85442, 3.31426], [1.32496, 0.28592, 2.52000], [-1.63880, 1.11384, -2.16434], [-0.62562, 1.55322, -1.31219], [0.52785, -0.87282, 4.65933], [0.75694, -1.22317, -2.03099], [2.09001, 0.27479, 1.23578], [-2.19517, -0.32354, -2.15431], [1.39440, 1.08095, 0.09140], [-1.53360, -1.23796, -1.11450], [-0.00902, 0.59045, -0.29387], [-0.07556, -0.89875, -0.77981], [-1.79089, 3.17801, -2.99063], [1.70067, -1.74738, 3.01138], [0.77856, 1.16147, 2.79133], [-0.28076, 2.57486, -1.40811], [-0.44102, -1.36212, 4.61494], [1.10786, -1.44546, 5.37373], [0.39207, 0.15252, 4.99440], [0.45167, -0.60260, -2.90759], [0.61314, -2.26636, -2.33829], [1.83997, -1.09659, -1.87806], [3.07664, 0.72316, 1.41802], [2.28096, -0.73911, 0.89070], [-3.28762, -0.31339, -2.04306], [-1.97142, -0.73944, -3.14101], [2.01033, 1.13256, -0.77067], [1.37692, 2.15355, 0.37345], [-2.09149, -1.19034, -0.17885], [-1.55995, -2.28347, -1.46022], [-0.65346, 0.70236, 0.60771], [0.31759, -1.53829, 0.05799]],
  "atomic_forces_ev_per_a": [[0.12, 0.14, -0.51], [-1.85, -1.45, 0.28], [-0.71, 3.77, -0.73], [-0.06, -3.97, 1.36], [2.44, 0.99, 1.94], [-2.03, -2.47, -1.35], [0.26, 0.10, -0.80], [0.38, 0.53, -0.46], [-0.12, 0.87, -0.80], [0.77, 0.81, -0.45], [-0.13, 0.24, 1.28], [-0.01, -0.19, 0.82], [-0.03, 0.68, -0.08], [0.27, 0.25, -0.02], [0.81, 0.47, 0.14], [0.57, -0.93, -0.50], [-0.12, 0.67, 0.32], [0.12, 0.06, 0.14], [-0.22, -0.04, -0.14], [0.20, 0.10, 0.27], [-0.07, -0.05, 0.26], [0.28, -0.30, 0.67], [-0.08, 0.13, 0.22], [-0.31, 0.11, -0.03], [-0.11, 0.01, -0.15], [-0.01, -0.19, 0.13], [0.31, 0.05, -0.08], [-0.30, 0.12, -0.13], [0.78, -0.46, -1.00], [-0.42, -0.43, 0.23], [-0.20, -0.06, 0.05], [-0.21, 0.32, 0.09], [0.32, -0.38, -0.30], [-0.64, 0.48, -0.65]]
}